A structure of composition C35H33N11O2SSn. Source: the Open Molecules 2025 dataset; level of theory: ωB97M-V with the def2-TZVPD basis set.

E_LUMO = -5.61 eV
net charge = +2
F_max = 0.6 eV/Å
energy = -73968.873 eV

```
83
Properties=species:S:1:pos:R:3:mulliken_charge:R:1
Sn 0.49605 -0.43244 -0.46466 1.2994
C 2.55168 6.38754 -1.15610 -1.6503
C 2.22811 4.97722 -0.77427 0.7553
C 3.34941 4.07241 -0.45924 -0.9078
C 3.14724 2.89516 0.13519 -1.8385
C 1.77331 2.49075 0.45833 0.0467
N 1.32573 1.74461 1.38847 -0.1670
C 2.07946 1.15170 2.41062 1.0062
C 3.27810 1.66284 2.91253 -1.1640
C 3.96197 1.04086 3.94053 -1.1124
C 3.48171 -0.13052 4.51354 0.2410
C 4.22615 -0.84172 5.60361 -1.4924
C 2.25712 -0.61234 4.06311 -0.5537
C 1.54149 0.03219 3.06649 0.3172
N 0.20645 -0.45307 2.85779 -0.1049
C -0.64185 -0.78136 3.85583 -0.1492
C -1.80621 -1.25202 3.29657 -1.3462
C -1.58637 -1.17307 1.92192 -0.6058
N -0.37886 -0.68273 1.66749 0.4901
C 0.73493 3.05479 -0.51781 1.6930
C 0.97784 4.50601 -0.76988 -1.3916
N -0.58844 2.75051 -0.08720 1.2142
C -1.55704 3.61508 0.32702 -0.2239
C -2.59746 2.86503 0.79424 -1.4538
C -2.16587 1.53240 0.65717 -0.7939
N -0.95421 1.46925 0.14928 0.6907
H 3.42976 6.74870 -0.62272 0.4466
H 1.71877 7.05690 -0.95172 0.4187
H 2.77509 6.43879 -2.22392 0.3165
H 4.35002 4.39953 -0.70823 0.5461
H 3.96178 2.23611 0.39729 0.8859
H 3.65310 2.59699 2.52570 0.6524
H 4.88271 1.47626 4.30392 0.3809
H 5.19534 -0.38352 5.78223 0.3836
H 4.38622 -1.88773 5.34435 0.3704
H 3.66333 -0.81660 6.53682 0.3371
H 1.84453 -1.50824 4.51035 0.5991
H -0.36585 -0.63313 4.88446 0.5986
H -2.68579 -1.58955 3.81171 0.5351
H -2.23705 -1.44877 1.10744 0.6085
H 0.15011 5.13312 -1.07301 0.3381
H -1.42656 4.68051 0.28187 0.4775
H -3.53079 3.22164 1.18786 0.5139
H -2.69429 0.62945 0.91266 0.4695
N -2.57316 5.75995 -6.13678 -0.4493
C -1.87691 4.85742 -5.41235 1.0428
C -2.00593 4.80977 -4.01035 -1.0637
C -1.29716 3.89192 -3.27431 -0.0336
C -0.42731 3.01069 -3.91292 -0.2813
C -0.29876 3.03060 -5.30570 -0.7464
C -1.01393 3.94340 -6.04221 -0.8310
S 0.41790 1.75639 -3.08373 1.2976
O 1.48138 1.25234 -3.88485 -0.8130
O 1.08554 2.34336 -1.78781 -0.1056
N -0.54036 0.74318 -2.41778 -0.0147
C -1.10895 -0.37579 -2.93684 0.3032
N -1.26469 -1.31087 -1.97428 0.1732
C -1.89683 -2.43701 -2.31750 -0.0742
C -2.34365 -2.64084 -3.60353 -0.9062
C -2.07731 -1.63327 -4.52663 -0.3436
N -1.46613 -0.50018 -4.20606 -0.4816
H -3.19222 6.41610 -5.69669 0.1971
H -2.48752 5.79886 -7.13630 0.1969
H -2.67613 5.49809 -3.51328 0.3427
H -1.44567 3.84910 -2.20177 0.6527
H 0.36641 2.33766 -5.79706 0.5294
H -0.90886 3.96441 -7.11825 0.3477
H -2.02777 -3.17944 -1.53998 0.5009
H -2.86158 -3.54444 -3.88434 0.4231
H -2.36790 -1.74038 -5.56454 0.4608
N 0.32976 -7.07983 0.02795 -0.4552
C 0.49098 -5.74383 -0.00326 1.2005
C 0.69664 -5.05500 -1.21097 -0.8761
C 0.83996 -3.69104 -1.18491 -0.5735
N 0.79667 -2.94624 -0.06931 -0.1180
C 0.61049 -3.61019 1.08292 -0.2819
C 0.45556 -4.97011 1.17035 -0.8611
H 0.44443 -7.63245 -0.80309 0.2105
H 0.26526 -7.57105 0.90206 0.2047
H 0.76119 -5.58918 -2.14841 0.3929
H 1.02380 -3.15553 -2.11185 0.5387
H 0.60545 -3.01375 1.98627 0.2377
H 0.32234 -5.43902 2.13537 0.3797
```